C6H10O | ωB97M-V/def2-TZVPD

```
17
Properties=species:S:1:pos:R:3:forces:R:3:lowdin_charge:R:1
C 0.339593 1.579676 -0.034202 0.111 -0.133 0.155 -0.11
C 1.335894 0.809193 0.398239 -0.034 0.125 -0.134 -0.10
C 1.562060 -0.636550 0.015188 0.200 0.047 0.114 -0.21
O 0.555868 -1.240709 -0.763988 0.079 -0.020 -0.008 -0.16
C -0.664723 -1.438301 -0.082897 -0.197 -0.069 0.048 -0.22
C -1.348860 -0.113764 0.311054 -0.001 -0.003 -0.009 -0.16
C -0.891282 0.989649 -0.695875 -0.032 -0.024 0.088 -0.17
H 0.292043 2.618833 0.290733 0.061 -0.165 -0.083 0.10
H 2.062835 1.206360 1.104563 0.140 0.080 -0.333 0.10
H 1.764117 -1.250866 0.909483 -0.042 0.125 -0.021 0.12
H 2.462752 -0.672441 -0.608803 -0.022 -0.068 0.144 0.13
H -0.502965 -2.097025 0.787223 -0.082 0.189 -0.068 0.12
H -1.301853 -1.978909 -0.791311 0.127 0.076 0.074 0.12
H -0.994681 0.222702 1.288121 -0.157 -0.227 -0.017 0.10
H -2.419870 -0.306383 0.446419 0.026 0.227 -0.484 0.11
H -0.634051 0.528864 -1.656825 -0.112 0.103 0.191 0.11
H -1.616879 1.779664 -0.917129 -0.066 -0.264 0.345 0.10
```
Positions in Å, forces in eV/Å.

Results
* strongest force on any atom: 0.53 eV/Å
* spin multiplicity: 1
* relative energy (zero: lowest compared OMol25 entry of this formula, charge and spin): 22.70 kcal per mole
* DFT total energy: -8430.25616 eV
* LUMO energy: 1.11 eV
* highest occupied orbital energy: -0.335 Eh
* SMILES: C1=CCOCCC1

C6H6N5O2 | ωB97M-V/def2-TZVPD

```
19
Properties=species:S:1:pos:R:3:forces:R:3:lowdin_charge:R:1
C -3.020705 0.060165 -0.188592 -0.015 0.000 -0.019 -0.03
C -2.476617 1.294647 -0.349583 -0.120 0.186 0.001 -0.15
C -0.757621 -0.742985 -0.000596 0.352 0.579 -0.099 -0.30
C -0.170657 0.503134 -0.156112 -0.930 -0.580 0.095 -0.05
C -2.153715 -1.063501 -0.004139 0.104 -0.317 0.054 -0.44
C 2.686377 0.720815 0.607975 0.168 -0.570 -0.197 -0.23
N 3.662347 -0.902650 -0.408899 -0.377 -1.118 -0.300 -0.04
N 4.509056 0.024673 -0.197468 0.806 -0.095 -0.335 -0.11
N -1.135905 1.481304 -0.325100 0.132 0.194 -0.078 -0.05
N 2.497136 -0.505465 0.089489 0.525 1.052 0.432 0.03
N 3.945283 1.054142 0.432927 -0.418 0.651 0.541 -0.03
O 0.044450 -1.877217 0.178679 -0.505 0.306 -0.034 -0.06
O -2.518664 -2.265660 0.150225 -0.009 0.192 -0.025 -0.08
H -4.094067 -0.077282 -0.205095 0.026 -0.021 0.001 0.10
H -3.091559 2.179301 -0.496945 0.100 -0.054 0.005 0.10
H 1.903332 1.289148 1.058013 -0.086 0.112 0.018 0.07
H -0.792553 2.422616 -0.463921 -0.190 -0.226 0.042 0.11
H 1.620281 -1.029818 0.033496 0.233 -0.151 -0.114 0.08
H -0.656191 -2.565374 0.245639 0.202 -0.140 0.012 0.08
```
Positions in Å, forces in eV/Å.

Results
* strongest force on any atom: 1.25 eV/Å
* spin multiplicity: 1
* relative energy (zero: lowest compared OMol25 entry of this formula, charge and spin): 45.28 kcal per mole
* DFT total energy: -17864.05422 eV
* LUMO energy: 3.40 eV
* highest occupied orbital energy: -0.152 Eh
* total charge: -1